{"formula": "C41H80Cl28N4O2S", "method": "the ωB97M-V functional and the def2-TZVPD basis", "symbols": ["Cl", "Cl", "Cl", "Cl", "Cl", "Cl", "Cl", "Cl", "Cl", "Cl", "Cl", "Cl", "Cl", "Cl", "Cl", "Cl", "Cl", "Cl", "Cl", "Cl", "Cl", "Cl", "Cl", "Cl", "Cl", "Cl", "Cl", "Cl", "S", "O", "O", "N", "N", "N", "N", "C", "C", "C", "C", "C", "C", "C", "C", "C", "C", "C", "C", "C", "C", "C", "C", "C", "C", "C", "C", "C", "C", "C", "C", "C", "C", "C", "C", "C", "C", "C", "C", "C", "C", "C", "C", "C", "C", "C", "C", "C", "H", "H", "H", "H", "H", "H", "H", "H", "H", "H", "H", "H", "H", "H", "H", "H", "H", "H", "H", "H", "H", "H", "H", "H", "H", "H", "H", "H", "H", "H", "H", "H", "H", "H", "H", "H", "H", "H", "H", "H", "H", "H", "H", "H", "H", "H", "H", "H", "H", "H", "H", "H", "H", "H", "H", "H", "H", "H", "H", "H", "H", "H", "H", "H", "H", "H", "H", "H", "H", "H", "H", "H", "H", "H", "H", "H", "H", "H", "H", "H"], "xyz": [[-3.50829, -14.85458, -0.57869], [-2.74494, -2.33407, 7.02896], [-3.86872, -2.58456, 3.81092], [-2.55165, -1.12513, -0.41511], [2.38936, -2.96274, -6.23614], [-4.64228, 2.07002, 1.26940], [-3.04310, -17.90395, -4.75967], [-4.34050, -3.95916, -1.08577], [-1.50216, -9.16453, -2.04365], [-3.01343, -12.25855, -2.74600], [-2.27086, -3.07944, -3.95241], [5.04049, -4.02788, -8.11189], [6.99299, 3.37112, 4.65013], [4.20859, -0.40428, 4.37562], [3.61037, 2.71557, 8.52564], [3.45521, 2.11259, -6.17323], [-0.68703, 11.34933, -1.64308], [1.24898, 1.26090, 4.76199], [1.18470, -1.34953, 0.63951], [-1.46643, -0.28439, 2.51526], [0.14360, -6.81216, -3.89819], [1.96461, 0.36321, 10.38017], [-6.28804, -0.28234, 3.12394], [6.79787, 1.88616, 7.72231], [-2.85076, 8.79634, -2.33730], [-0.87937, -15.35096, -4.06544], [1.29148, -0.44040, -6.86746], [-3.46330, -1.66531, -6.82639], [1.00186, 6.69867, 4.71633], [2.75802, 5.21260, 2.93104], [1.43529, 5.32109, -0.66398], [2.07061, 7.82497, -0.47826], [3.89668, 7.25077, 3.93410], [4.79325, 6.60669, 3.05168], [0.57724, -0.51022, -2.91778], [2.59319, 1.18018, 5.92819], [-0.11630, -1.31279, 3.05554], [2.21731, 2.07517, 10.80169], [0.60996, 4.51264, -1.62200], [-1.38602, 7.48590, 1.11319], [8.24139, 2.02115, 6.68718], [2.55738, 1.85137, -7.68952], [2.19694, 2.97718, 9.57789], [3.94817, 1.13100, 5.24018], [1.28828, 6.70818, -1.13296], [-1.24946, -7.45256, -1.62213], [-6.03534, 1.42962, 3.54546], [-1.97961, -12.71729, -1.37009], [5.04873, -3.62492, -6.37666], [-1.77721, -15.61218, -5.58173], [8.26273, 3.32066, 5.89815], [-1.94545, -14.22187, -1.15374], [1.18633, 1.24047, -7.44710], [-1.26983, -6.55055, -2.84594], [-1.33293, -2.65127, -5.40514], [3.73949, -3.99114, -5.69586], [-0.32800, 6.85260, -1.36510], [-1.86592, -1.39986, -6.08459], [0.02140, 7.43504, 2.01289], [-4.83000, -2.60667, -0.03475], [2.62651, 6.39050, 3.83519], [4.14892, 5.36737, 2.41011], [-6.05571, 2.33163, 2.32165], [0.70145, 0.88620, -3.49007], [-4.29631, -3.02116, 6.48618], [-1.37768, 6.46203, -0.16772], [-4.32209, -1.26831, -0.54713], [-4.17431, -3.72534, 5.14417], [-0.48777, 5.52692, -2.37302], [1.37591, 3.38334, -2.53381], [0.63456, 1.93794, -2.21135], [-3.14825, -16.22309, -5.33931], [-2.95591, 10.47721, -2.91695], [1.19294, -0.94656, 2.37474], [-0.23054, 7.59344, 3.62522], [-1.58487, 11.08811, -3.15937], [-1.88519, -14.63326, -6.05768], [-3.53040, 11.05367, -2.18524], [0.61963, 1.21747, -8.38264], [-0.09412, 3.92077, -0.89219], [8.26865, 1.14815, 6.02726], [-1.20332, -14.47093, -0.38975], [-1.16468, -16.24220, -6.23461], [3.16990, 1.22135, -8.34241], [1.19360, 1.49872, -1.25804], [1.70860, 6.66847, -2.23810], [4.06594, 1.94912, 4.52286], [1.71984, 1.04087, -4.05619], [-3.71495, -16.24608, -6.27485], [-0.38883, -2.35641, 2.87028], [-0.97234, 10.45810, -3.81225], [8.13324, 4.19018, 6.54999], [2.50023, 3.27557, -2.22439], [-3.52261, 10.45421, -3.85249], [-1.30215, 7.14965, 3.89181], [-0.30316, -7.37265, -1.07819], [4.65872, 4.64105, 1.61311], [1.41444, 0.12087, 2.47422], [1.29419, 2.82295, 8.97819], [-0.25075, 1.09044, -4.17965], [-5.92357, -2.60490, -0.01075], [-6.84403, 1.71022, 4.22678], [-1.24295, -5.50203, -2.53553], [-1.70969, 8.59483, 0.85048], [-0.51940, 2.06250, -1.96017], [-1.69285, 12.06703, -3.63532], [4.74558, 1.21391, 5.98460], [-2.17257, -6.70478, -3.44564], [3.16361, 2.15508, 11.34563], [2.44940, 2.83029, -8.16548], [-4.61155, -3.73454, 7.25312], [-2.46835, 6.51686, -0.64941], [1.40862, 2.35577, 11.48301], [-0.30205, -2.48667, -5.07856], [2.01629, -1.50806, 2.82563], [5.87208, -4.18641, -5.92577], [-0.43500, -0.77836, -2.87572], [-5.10964, -4.24225, 4.90994], [-0.59183, 7.74655, -2.08657], [3.01735, 7.86148, -0.96269], [0.61184, 1.81692, -6.71539], [-6.02883, 3.38016, 2.63206], [-2.34235, -12.19050, -0.48203], [-6.95845, 2.17740, 1.72195], [-2.05814, -7.17196, -0.94081], [2.43443, 0.30708, 6.56918], [-1.95204, -0.56527, -5.38190], [-1.62086, 5.23965, -2.31724], [-3.36841, -4.46578, 5.14928], [0.62505, 8.40380, 1.66619], [3.46697, -5.03476, -5.88113], [-0.20469, 8.74789, 3.92656], [-1.18954, -1.09811, -6.88981], [9.22035, 3.42410, 5.37933], [-5.03239, -2.21163, 6.45140], [-4.75026, -0.45635, 0.04811], [2.22382, 4.02571, 9.88829], [1.10021, -1.15871, -3.57463], [0.64628, 6.47051, 1.71216], [3.83129, -3.85034, -4.61482], [1.21940, 3.70463, -3.66526], [1.60379, 8.71887, -0.81214], [-0.02971, 5.89256, -3.39739], [9.11067, 1.97394, 7.34945], [-1.34229, -3.51228, -6.08112], [5.27023, -2.55748, -6.27718], [-5.08904, 1.50954, 4.08940], [-2.22852, 7.08682, 1.85569], [2.52499, 2.07643, 6.55154], [-4.46785, -2.81489, 0.97711], [-0.02450, -1.17199, 4.13658], [-1.68051, -14.75547, -2.07214], [-0.97327, -12.35179, -1.59502], [-3.72274, -15.64663, -4.60760], [-1.27223, 5.37100, 0.24997], [-4.59906, -1.10581, -1.59337]], "lowdin_charge": [0.5312, 0.5343, 0.5383, 0.5143, 0.5222, 0.5618, 0.5370, 0.5232, 0.5425, 0.5111, 0.5533, 0.5346, 0.5463, 0.5671, 0.5912, 0.5474, 0.5353, 0.6242, 0.5333, 0.4912, 0.5260, 0.5392, 0.5267, 0.5449, 0.6075, 0.6069, 0.5490, 0.5408, 0.8147, -0.1195, -0.1421, 0.0324, -0.0002, -0.0513, -0.0375, -0.6710, -0.6740, -0.6609, -0.2728, -0.1938, -0.6467, -0.6496, -0.6258, -0.6652, -0.3491, -0.6549, -0.6508, -0.6744, -0.6603, -0.6328, -0.6565, -0.6920, -0.6208, -0.6797, -0.6663, -0.6358, -0.2351, -0.6930, -0.2393, -0.6612, -0.4698, -0.0315, -0.6547, -0.2915, -0.6633, -0.1844, -0.6515, -0.6489, -0.0993, -0.1332, -0.1892, -0.6577, -0.6429, -0.7170, -0.4925, -0.6603, 0.0757, 0.0717, 0.0777, 0.1255, 0.0730, 0.0752, 0.0706, 0.0719, 0.1193, 0.1496, 0.0584, 0.0823, 0.0732, 0.0685, 0.0709, 0.0724, 0.1246, 0.0731, 0.0872, 0.0707, 0.1490, 0.0098, 0.0758, 0.1110, 0.0735, 0.0720, 0.0401, 0.1108, 0.1176, 0.0724, 0.0074, 0.0720, 0.0705, 0.0732, 0.0711, 0.0979, 0.0726, 0.0151, 0.0377, 0.0728, 0.0396, 0.0732, 0.0799, 0.0932, 0.0666, 0.0718, 0.0678, 0.0697, 0.0708, 0.0735, 0.0600, 0.1213, 0.0701, 0.1100, 0.0717, 0.0952, 0.0111, 0.0727, 0.0677, 0.0148, 0.0757, 0.0579, 0.1094, 0.0768, 0.1120, 0.0831, 0.1173, 0.0724, 0.0755, 0.0709, 0.0745, 0.1039, -0.0143, 0.0258, 0.0409, -0.0579, 0.0652, 0.0700, 0.1281, 0.0707], "spin_multiplicity": 1, "max_force_ev_per_a": 8.132, "homo_ev": -8.74, "total_charge": 0}